A cluster of 10 separate species, C49H124IN2O21P4 in total in a non-equilibrium geometry, computed with wB97M-V/def2-TZVPD.

Values from the calculation:
Net charge: +1
LUMO energy: -1.75 eV

```
201
C49H124IN2O21P4 | the OMol25 dataset | wB97M-V/def2-TZVPD
C 3.36 -2.94 -0.29
C 2.22 -3.12 0.79
N 1.40 -4.39 0.89
C 2.21 -5.61 1.18
C 0.36 -4.07 1.96
C 0.81 -3.82 3.31
C 0.62 -4.46 -0.46
C -0.32 -5.61 -0.59
O 0.44 -6.79 -0.92
C -0.31 -7.88 -1.14
H 3.80 -1.99 -0.06
H 3.03 -2.97 -1.31
H 4.10 -3.75 -0.18
H 1.46 -2.34 0.59
H 2.62 -3.01 1.79
H 2.67 -6.23 0.38
H 1.52 -6.30 1.70
H 2.92 -5.34 1.92
H -0.21 -5.00 1.87
H -0.30 -3.32 1.52
H 1.37 -4.66 3.74
H -0.08 -3.75 3.94
H 1.46 -2.91 3.43
H 1.34 -4.54 -1.26
H 0.04 -3.55 -0.58
H -1.04 -5.42 -1.40
H -0.96 -5.83 0.28
H -0.58 -8.29 -0.17
H 0.30 -8.56 -1.73
H -1.20 -7.67 -1.77
C -0.99 -2.32 -4.30
C -2.16 -1.90 -5.06
N -3.14 -0.89 -4.25
C -3.51 -1.49 -2.92
C -2.35 0.39 -4.03
C -3.21 1.38 -3.28
C -4.46 -0.56 -4.95
C -5.39 -1.76 -5.07
O -5.11 -2.39 -6.22
C -5.91 -3.60 -6.34
H -1.06 -2.24 -3.22
H -0.18 -1.63 -4.48
H -0.64 -3.33 -4.52
H -2.92 -2.67 -5.33
H -1.91 -1.34 -5.95
H -4.43 -1.03 -2.54
H -2.70 -1.24 -2.26
H -3.65 -2.58 -3.18
H -2.17 0.79 -5.04
H -1.51 0.15 -3.42
H -3.75 0.96 -2.38
H -3.97 1.77 -3.95
H -2.65 2.31 -3.03
H -4.17 -0.17 -5.88
H -4.97 0.22 -4.35
H -6.39 -1.31 -5.08
H -5.27 -2.42 -4.22
H -5.68 -4.18 -5.46
H -5.59 -4.14 -7.21
H -6.97 -3.36 -6.36
I 0.08 -0.03 -0.39
C 7.85 -1.91 2.07
C 7.04 -3.13 2.01
O 6.74 -3.62 3.32
P 5.28 -3.50 3.91
O 4.13 -3.94 3.14
O 5.58 -4.38 5.22
C 4.56 -4.44 6.27
C 5.10 -3.92 7.60
O 5.12 -1.99 4.46
C 4.13 -0.96 4.16
C 2.89 -1.07 5.00
H 8.09 -1.58 1.02
H 7.22 -1.07 2.42
H 8.75 -2.04 2.68
H 6.09 -3.08 1.49
H 7.65 -3.93 1.63
H 3.69 -3.76 5.97
H 4.29 -5.47 6.40
H 5.50 -2.88 7.48
H 4.30 -3.90 8.33
H 5.93 -4.52 7.95
H 4.66 -0.01 4.26
H 3.87 -1.08 3.11
H 3.06 -1.14 6.08
H 2.41 -0.11 4.84
H 2.36 -1.97 4.66
C -0.48 3.95 0.27
C 0.05 5.43 0.30
O -1.05 6.40 0.27
P -1.74 6.80 1.71
O -2.80 7.84 1.57
O -2.34 5.40 2.28
C -3.64 5.06 1.70
C -3.69 3.60 1.84
O -0.59 7.05 2.73
C 0.16 8.23 2.37
C 0.75 8.76 3.73
H 0.13 3.37 -0.40
H -0.28 3.58 1.25
H -1.58 3.95 0.09
H 0.58 5.50 1.23
H 0.69 5.72 -0.54
H -4.35 5.64 2.26
H -3.65 5.53 0.66
H -2.97 3.05 1.24
H -3.50 3.20 2.88
H -4.63 3.14 1.51
H 0.99 7.91 1.67
H -0.50 8.87 1.91
H 1.31 7.98 4.26
H 1.38 9.63 3.51
H -0.04 9.14 4.43
C -1.87 1.35 -9.87
C -0.46 1.26 -9.52
O -0.32 1.59 -8.14
P 0.52 2.89 -7.80
O 0.90 3.71 -8.97
O -0.48 3.36 -6.71
C -0.21 4.37 -5.74
C -0.41 5.77 -6.27
O 1.73 2.41 -6.93
C 3.07 2.56 -7.48
C 3.94 3.31 -6.47
H -2.12 0.89 -10.84
H -2.51 0.82 -9.09
H -2.22 2.37 -9.88
H 0.03 0.31 -9.68
H 0.19 1.92 -10.13
H -0.83 4.15 -4.88
H 0.80 4.24 -5.39
H -1.41 5.83 -6.64
H -0.42 6.53 -5.35
H 0.35 6.01 -7.03
H 3.45 1.61 -7.76
H 3.02 3.21 -8.33
H 4.36 2.69 -5.68
H 4.75 3.79 -7.03
H 3.34 4.16 -6.05
C -1.46 -1.18 8.59
C -2.06 -1.62 7.26
O -2.22 -0.45 6.35
P -2.83 -0.85 4.95
O -2.24 -2.11 4.42
O -4.40 -0.89 4.91
C -5.19 0.17 5.51
C -6.35 -0.43 6.17
O -2.57 0.46 4.14
C -1.20 0.75 3.73
C -0.82 2.09 4.24
H -1.00 -2.01 9.11
H -0.69 -0.53 8.38
H -2.11 -0.69 9.33
H -1.41 -2.37 6.75
H -3.03 -2.11 7.35
H -4.59 0.75 6.26
H -5.42 0.79 4.72
H -5.96 -0.99 7.00
H -7.03 0.30 6.59
H -6.82 -1.24 5.62
H -0.55 -0.03 4.17
H -1.19 0.77 2.63
H -0.78 2.88 3.52
H -1.70 2.30 4.83
H 0.04 2.13 4.92
C -5.08 -2.78 0.40
C -3.83 -2.02 0.91
C -2.77 -3.00 1.52
O -3.32 -1.12 -0.10
H -4.83 -3.31 -0.49
H -5.87 -2.09 0.11
H -5.48 -3.41 1.15
H -4.23 -1.37 1.69
H -2.11 -2.42 2.08
H -2.26 -3.57 0.78
H -3.25 -3.66 2.25
H -2.40 -0.82 0.09
C 3.72 3.02 3.72
C 2.68 2.66 2.67
C 3.11 2.74 1.23
O 2.18 1.36 2.99
H 3.60 2.29 4.54
H 3.65 4.01 4.10
H 4.73 2.91 3.38
H 1.83 3.32 2.90
H 4.13 2.36 1.24
H 2.99 3.80 0.90
H 2.47 2.11 0.54
H 1.63 1.01 2.30
C 3.44 2.50 -2.44
C 2.56 1.88 -3.52
C 3.09 0.42 -3.72
O 1.17 1.84 -3.24
H 4.39 2.56 -2.84
H 3.28 1.76 -1.62
H 3.05 3.49 -2.17
H 2.43 2.36 -4.49
H 3.21 -0.06 -2.70
H 4.07 0.44 -4.11
H 2.43 -0.13 -4.43
H 1.11 1.34 -2.42
```